C6H13NO | ωB97M-V with the def2-TZVPD basis set

HOMO: -9.522 eV
Kohn-Sham gap: 10.432 eV
energy above the lowest of the compared OMol25 structures with the same formula, charge and spin: 176.50 kJ/mol
SMILES string: CCC[C@@H](C)NC=O
E_LUMO: 0.91 eV

Geometry (Å):
H  -3.684  -1.178  -0.635
H  2.212  0.330  0.028
C  1.184  2.055  -0.830
H  -0.612  1.443  0.727
H  0.141  0.378  1.940
H  -0.088  -0.386  -1.042
H  1.357  -1.986  -0.386
O  -2.122  -0.652  -1.977
H  2.028  1.452  1.193
C  -2.556  -0.913  -0.882
H  -2.039  -1.176  1.079
H  0.933  -1.716  1.431
H  0.611  2.888  -0.377
H  2.026  2.556  -1.298
C  0.076  0.573  0.958
H  0.592  1.500  -1.504
H  -0.102  -2.882  0.490
C  0.553  -1.909  0.407
C  1.520  1.087  0.406
N  -1.753  -0.789  0.204
C  -0.275  -0.674  0.068

=====

C6H13NO | ωB97M-V with the def2-TZVPD basis set

HOMO: -7.258 eV
Kohn-Sham gap: 7.944 eV
energy above the lowest of the compared OMol25 structures with the same formula, charge and spin: 548.69 kJ/mol
E_LUMO: 0.69 eV

Geometry (Å):
H  2.442  -0.602  -1.197
H  -0.513  0.757  -0.610
H  0.392  0.734  -2.438
C  0.307  -0.548  -0.952
H  -0.029  -2.288  0.255
C  -0.101  -1.980  -0.788
H  1.900  -0.551  0.493
C  -0.485  0.390  1.690
C  -0.105  1.464  2.379
H  -2.090  1.667  -0.890
H  0.403  1.373  3.331
H  -0.298  -0.610  2.067
C  -1.190  0.477  0.401
H  -0.312  2.456  1.998
H  0.548  -2.636  -1.382
O  0.016  -0.141  -2.274
N  -1.355  1.743  -0.190
H  -1.126  -2.133  -1.130
C  1.698  -0.179  -0.511
H  1.833  0.909  -0.490
H  -1.935  -0.304  0.238

=====

C6H13NO | ωB97M-V with the def2-TZVPD basis set

HOMO: -7.618 eV
Kohn-Sham gap: 8.466 eV
energy above the lowest of the compared OMol25 structures with the same formula, charge and spin: 232.15 kJ/mol
SMILES string: C=C(C)NC.C=CO
E_LUMO: 0.85 eV

Geometry (Å):
H  -1.984  -2.473  -0.498
H  0.986  1.762  2.652
H  -2.641  -1.010  -1.227
C  -1.924  -1.388  -0.499
N  -0.322  0.426  -0.980
H  0.631  0.690  -1.184
H  0.985  -0.643  1.134
H  -0.878  2.411  -0.776
C  2.530  0.862  0.974
H  0.243  -2.880  -1.196
O  0.622  0.902  2.402
H  1.409  -1.500  -1.483
H  -2.203  -1.020  0.487
C  -0.532  -0.952  -0.853
H  2.924  1.796  1.344
H  3.091  0.368  0.204
H  -1.264  1.404  0.639
C  0.405  -1.819  -1.256
H  -2.231  1.266  -0.831
C  -1.221  1.427  -0.456
C  1.374  0.372  1.403

=====

C6H13NO | ωB97M-V with the def2-TZVPD basis set

HOMO: -7.799 eV
Kohn-Sham gap: 8.653 eV
energy above the lowest of the compared OMol25 structures with the same formula, charge and spin: 231.79 kJ/mol
SMILES string: C/C=C/C/C=C/N.O
E_LUMO: 0.85 eV

Geometry (Å):
H  3.441  -0.326  0.939
H  -2.157  0.733  3.670
N  1.150  0.211  -3.556
H  -1.384  1.993  2.823
H  0.537  -1.603  -2.917
H  0.217  1.015  1.076
H  -0.989  -1.457  -0.261
H  -3.001  1.686  2.486
C  -0.128  -0.798  -0.088
H  -2.329  -0.690  1.593
C  -0.517  0.227  0.954
H  2.473  -1.468  1.142
C  0.294  -0.080  -1.341
H  0.900  -0.119  -4.465
H  0.608  -1.537  0.215
C  -1.635  0.143  1.652
C  0.524  -0.586  -2.543
C  -2.061  1.152  2.664
H  0.526  0.972  -1.206
H  0.934  1.195  -3.468
O  2.596  -0.662  0.631

=====

C6H13NO | ωB97M-V with the def2-TZVPD basis set

HOMO (spin up / spin down): -5.877 / -5.814 eV
Kohn-Sham gap (spin up / spin down): 6.744 / 6.681 eV
energy above the lowest of the compared OMol25 structures with the same formula, charge and spin: 659.96 kJ/mol
E_LUMO (spin up / spin down): 0.87 / 0.87 eV

Geometry (Å):
H  -2.074  -0.778  1.758
H  1.127  0.591  0.532
H  2.323  -1.714  1.551
H  -1.359  2.826  -1.683
H  0.859  0.370  -3.037
H  -0.733  -0.373  -3.058
C  -0.527  -0.786  0.443
H  1.241  -0.750  -0.756
H  1.714  0.020  2.842
C  1.266  -1.574  1.788
H  -0.797  0.292  2.118
H  0.795  -2.528  2.022
H  -0.982  -1.573  -0.149
C  -0.397  0.950  -1.400
H  -0.547  1.325  -3.533
O  1.078  -0.700  2.910
C  -1.008  2.053  -0.993
N  -1.284  -0.255  1.417
H  -1.167  2.270  0.063
C  -0.200  0.556  -2.826
C  0.670  -0.224  -0.009

=====

C6H13NO2 | ωB97M-V with the def2-TZVPD basis set

HOMO: -9.757 eV
Kohn-Sham gap: 10.507 eV
energy above the lowest of the compared OMol25 structures with the same formula, charge and spin: 48.42 kJ/mol
SMILES string: CC(C)C=O.CC(N)=O
E_LUMO: 0.75 eV

Geometry (Å):
H  -3.428  1.154  1.874
C  1.424  -0.347  -0.529
H  0.892  -1.035  1.500
H  0.149  1.073  -1.552
N  -1.871  -0.898  -0.234
H  -1.679  -1.880  -0.334
H  -1.928  -0.321  -1.051
H  1.656  1.749  -0.961
O  -2.361  -1.190  1.940
H  1.661  0.708  -2.394
C  -2.813  0.978  0.994
H  3.052  -1.537  0.284
H  -1.939  1.624  1.060
O  0.257  0.862  1.214
C  2.910  -0.623  -0.291
C  1.210  0.871  -1.419
H  0.982  -1.236  -1.001
H  3.367  0.204  0.258
C  0.742  -0.178  0.810
H  -3.370  1.204  0.087
H  3.423  -0.733  -1.245
C  -2.335  -0.451  0.990